# 1
The following is a DFT calculation (ωB97M-V with the def2-TZVPD basis set) of 2 unconnected molecules or ions with the total composition C4H10O3 in a non-equilibrium geometry.

Structure (XYZ):
```
17
Properties=species:S:1:pos:R:3:forces:R:3:nbo_charge:R:1
C -0.89433 1.77553 -0.32328 0.066 -0.458 -0.034 -0.618
C 0.36930 0.96319 -0.56350 0.303 -0.103 0.581 -0.516
C 0.77002 0.01819 0.60270 0.145 0.889 -1.556 0.636
C 1.96071 -0.85352 0.32513 0.013 -0.082 0.415 -0.727
O 0.17103 0.02612 1.64781 -0.186 -0.168 0.448 -0.579
H -1.01682 2.53078 -1.09620 0.032 0.084 0.021 0.215
H -1.75734 1.11643 -0.36893 -0.212 0.038 0.068 0.217
H -0.86873 2.24455 0.65773 -0.031 0.084 -0.010 0.220
H 1.21979 1.64272 -0.67563 0.135 -0.026 0.005 0.222
H 0.32761 0.40358 -1.50036 -0.029 -0.147 0.085 0.231
H 1.62856 -1.69535 -0.28069 -0.039 -0.048 -0.098 0.252
H 2.37225 -1.23548 1.25627 -0.011 -0.034 0.025 0.237
H 2.72632 -0.31189 -0.22362 0.022 0.041 -0.111 0.227
O -2.06010 -1.37101 0.70300 0.176 1.046 0.765 -0.479
O -1.47506 -1.93209 -0.46963 0.524 0.055 -0.468 -0.487
H -1.40274 -0.65042 0.95535 -0.883 -1.281 -0.326 0.482
H -2.07045 -2.67131 -0.64615 -0.026 0.110 0.191 0.467
```
Positions in Å, forces in eV/Å.

Calculated values
Energy relative to the best compared isomer or geometry (same formula, charge and spin)   79.37 kcal per mole
HOMO   -9.58 eV
Structure (SMILES)   CCC(C)=O.OO
Maximum force   1.798 eV/A
DFT total energy   -10449.8021 eV

***

# 2
The following is a DFT calculation (ωB97M-V with the def2-TZVPD basis set) of 2 unconnected molecules or ions with the total composition C4H10O3 in a non-equilibrium geometry.

Structure (XYZ):
```
17
Properties=species:S:1:pos:R:3:forces:R:3:nbo_charge:R:1
C 0.00000 0.00000 0.00000 0.450 -0.804 -0.652 -0.605
C -0.19574 1.47887 0.27225 -1.028 1.331 0.605 -0.508
C 0.04761 1.82824 1.76318 0.789 -1.073 -1.156 0.821
O -0.80444 1.59019 2.59210 1.642 0.801 -0.064 -0.603
O 1.40314 2.17344 1.94332 -2.065 0.259 -0.682 -0.521
C 1.87324 2.19452 3.27111 -0.427 -0.838 1.499 -0.268
H 0.83299 -0.12873 -0.71145 -0.328 -0.239 0.353 0.215
H -0.92916 -0.35223 -0.47874 0.602 -0.246 0.178 0.216
H 0.19641 -0.62373 0.88825 -0.117 0.380 -0.311 0.219
H 0.34267 2.13360 -0.43971 -0.089 -0.405 0.609 0.229
H -1.28077 1.61472 0.09994 0.594 0.581 0.295 0.226
H 1.18898 2.75277 3.93199 0.250 -0.202 -0.263 0.196
H 2.89348 2.59189 3.40463 -0.521 -0.052 -0.785 0.202
H 1.86655 1.13369 3.57310 0.184 0.444 0.454 0.181
O -2.76690 1.10257 5.22165 0.137 -1.106 -0.560 -0.951
H -2.16154 0.98649 4.45463 -0.545 0.196 0.649 0.487
H -3.17884 0.21801 5.34861 0.472 0.974 -0.169 0.464
```
Positions in Å, forces in eV/Å.

Calculated values
Energy relative to the best compared isomer or geometry (same formula, charge and spin)   22.82 kcal per mole
HOMO   -10.73 eV
Structure (SMILES)   CCC(=O)OC.O
Maximum force   2.190 eV/A
DFT total energy   -10452.2541 eV

***

| no. | E_LUMO (eV) |
| --- | --- |
| 1 | 0.842 |
| 2 | 0.828 |